Record 1
Below is C23H22N3O2RuS4 as an isolated structure at a distorted geometry, with properties calculated with ωB97M-V/def2-TZVPD.

The calculation puts the maximum force at 0.03927 Eh/bohr. The calculation puts the orbital gap (spin up / spin down) at 6.269 / 6.480 eV. The LUMO energy (spin up / spin down) comes out at -1.36 / -1.10 eV. The value obtained for the total energy is -2892.0317 Eh. The value obtained for the highest occupied orbital energy (spin up / spin down) is -7.6 / -7.6 eV. Its expectation value of S² is 0.760.

```
! RIJCOSX wB97M-V def2-TZVPD def2/J DEFGRID3
* xyz 0 2
Ru 0.74092 -0.83592 -0.91329
C -0.10132 0.42868 -3.59462
N 0.28278 0.94389 -2.25707
C -0.81098 1.64192 -1.55302
C -2.00728 0.75146 -1.36856
N -1.62617 -0.53947 -0.78459
C -1.80919 -0.54772 0.68847
C -2.36105 -1.63644 -1.38049
C -3.75195 -1.62797 -1.41301
C -4.44628 -2.66951 -2.00057
C -3.74097 -3.73247 -2.55947
C -2.35967 -3.74528 -2.51615
C -1.65786 -2.68635 -1.93209
S 0.10049 -2.72159 -1.96565
C 1.45508 1.80154 -2.40191
C 1.33922 3.10011 -2.88250
C 2.46688 3.88414 -3.05802
C 3.71542 3.36807 -2.72997
C 3.82784 2.07164 -2.26084
C 2.69786 1.26261 -2.11914
S 2.90899 -0.41327 -1.63867
H -0.51958 1.23103 -4.21183
H -0.82164 -0.38173 -3.50582
H 0.79284 0.03612 -4.07267
H -1.14598 2.52263 -2.11001
H -0.41014 1.98235 -0.59644
H -2.46179 0.56772 -2.34144
H -2.74483 1.26911 -0.74750
H -2.86533 -0.40937 0.95031
H -1.22377 0.24956 1.13698
H -1.46827 -1.49112 1.09271
H -4.29709 -0.80143 -0.97163
H -5.52737 -2.65173 -2.02628
H -4.27119 -4.55293 -3.02471
H -1.80031 -4.56754 -2.94453
H 0.36990 3.50799 -3.13972
H 2.37078 4.88645 -3.45281
H 4.60306 3.97638 -2.84514
H 4.79414 1.65736 -2.00309
O -1.14224 -2.36147 5.11633
S -0.81948 -1.09197 4.54477
O -1.76753 -0.02112 4.63729
N -0.39401 -1.27016 2.93884
C 0.81000 -0.86583 2.74096
S 1.61940 -0.74868 1.19760
C 1.56681 -0.42294 3.95217
C 2.86067 0.05748 4.04979
C 3.31640 0.45596 5.30087
C 2.49980 0.35870 6.42356
C 1.20539 -0.13877 6.32450
C 0.76645 -0.52001 5.07534
H 3.48774 0.12095 3.17072
H 4.31655 0.85567 5.40276
H 2.87258 0.68243 7.38640
H 0.56526 -0.21914 7.19283
*
```

Record 2
Below is one molecule with the formula C23H22N4O2S2 at a distorted geometry, with properties calculated with ωB97M-V/def2-TZVPD.

The SMILES is COc1cccc(NC(=O)CSc2nnc(Cc3cccs3)n2-c2ccc(C)cc2)c1. The calculation puts the maximum force at 0.02349 Eh/bohr. The calculation puts the orbital gap at 8.773 eV. The LUMO energy comes out at 0.57 eV. The value obtained for the total energy is -2055.5511 Eh. The value obtained for the highest occupied orbital energy is -8.2 eV.

```
! RIJCOSX wB97M-V def2-TZVPD def2/J DEFGRID3
* xyz 0 1
C 1.56088 3.56559 1.44675
H 1.65089 4.63707 1.27400
O 0.17922 3.31545 1.56560
C -0.22935 2.04162 1.80657
C 0.62934 0.95549 1.90990
C 0.11064 -0.31767 2.12049
C -1.26147 -0.50829 2.23510
C -2.10672 0.58492 2.15971
C -1.60592 1.85115 1.93928
H -2.25716 2.70688 1.86565
H -3.17059 0.44121 2.26703
H -1.66145 -1.50141 2.37691
N 0.94052 -1.44706 2.14918
C 2.30189 -1.47960 2.16079
O 3.01920 -0.53951 2.41760
C 2.86113 -2.81052 1.69106
H 2.25992 -3.68136 1.94111
H 3.89541 -2.92980 2.00514
S 2.90314 -2.64412 -0.13453
C 1.18704 -2.75660 -0.43054
N 0.40085 -3.69457 0.02356
N -0.83326 -3.44922 -0.43417
C -0.80236 -2.36172 -1.15281
N 0.47104 -1.85339 -1.17616
C 0.91246 -0.60316 -1.64693
C 2.08554 -0.50102 -2.38300
C 2.53239 0.74551 -2.77616
C 1.82425 1.89864 -2.45314
C 0.64745 1.77558 -1.72454
C 0.19100 0.53761 -1.31491
H -0.70548 0.46092 -0.71866
H 0.08238 2.65613 -1.45739
C 2.32344 3.24018 -2.89202
H 2.17378 3.36132 -3.96486
H 1.79363 4.03936 -2.38034
H 3.38899 3.33688 -2.69295
H 3.44916 0.82478 -3.34114
H 2.64073 -1.39119 -2.63706
C -1.95061 -1.79903 -1.91321
C -3.03368 -1.31233 -1.00166
C -3.69712 -2.01861 -0.04904
C -4.70400 -1.26262 0.59282
C -4.78831 0.00531 0.11886
S -3.63210 0.30979 -1.11643
H -5.45542 0.79013 0.41539
H -5.33785 -1.65103 1.36988
H -3.46389 -3.04281 0.17874
H -1.60428 -0.98967 -2.55775
H -2.35420 -2.60024 -2.54211
H 0.45179 -2.33026 2.07045
H 1.69468 1.07451 1.82578
H 2.09699 3.29940 2.36220
H 1.99544 3.02141 0.60197
*
```

Record 3
Below is C23H22N8O2Re as an isolated structure, with properties calculated with ωB97M-V/def2-TZVPD.

The calculation puts the maximum force at 0.01655 Eh/bohr. The calculation puts the orbital gap (spin up / spin down) at 5.936 / 7.185 eV. The LUMO energy (spin up / spin down) comes out at -8.59 / -7.36 eV. The value obtained for the total energy is -1555.9521 Eh. The value obtained for the highest occupied orbital energy (spin up / spin down) is -14.5 / -14.5 eV. Its expectation value of S² is 1.212. The calculation puts the relative energy (zero: lowest compared OMol25 entry of this formula, charge and spin) at 0.0 kcal/mol.

```
! RIJCOSX wB97M-V def2-TZVPD def2/J DEFGRID3
* xyz 2 2
Re -0.33805 0.77841 1.04877
O 2.65163 2.47732 -1.02152
C 1.99118 2.08908 -0.10749
N 0.56633 2.15127 -0.00668
C -0.17942 3.20563 -0.51899
C 0.27865 4.23237 -1.35660
C -0.62023 5.19487 -1.74827
C -1.95530 5.15128 -1.32156
C -2.42116 4.15438 -0.48777
C -1.52060 3.17568 -0.07232
N -1.76231 2.09188 0.78437
C -3.02117 1.81128 1.35696
O -3.96774 2.54027 1.37139
C -3.06931 0.42656 1.95496
C -4.21513 -0.02737 2.56435
C -4.22585 -1.32086 3.07313
C -3.09306 -2.11385 2.94834
C -1.97726 -1.59922 2.32098
N -1.95751 -0.34325 1.83411
C 2.53855 1.44030 1.12601
C 3.87182 1.44074 1.45009
C 4.25253 0.84962 2.65497
C 3.28566 0.28809 3.46776
C 1.95671 0.32134 3.06574
N 1.59643 0.88646 1.91341
H 1.30244 4.25356 -1.69490
H -0.29550 5.99590 -2.39748
H -2.63850 5.92459 -1.64545
H -3.44439 4.14567 -0.15165
H -5.07080 0.63056 2.62627
H -5.11229 -1.70682 3.55875
H -3.07116 -3.12421 3.33072
H -1.07091 -2.17595 2.19355
H 4.58274 1.90513 0.78033
H 5.29205 0.84118 2.95360
H 3.54114 -0.16960 4.41259
H 1.16744 -0.10559 3.67051
C 0.05209 -2.64821 -3.90567
C 0.99300 -3.66362 -3.26606
C 0.23159 -4.71887 -2.47181
C 2.07918 -2.99023 -2.42702
N 1.52501 -2.26596 -1.26529
C 1.00104 -1.05004 -1.19141
N 0.59091 -0.87703 0.05367
N 0.87538 -2.01794 0.72644
N 1.43586 -2.84535 -0.06183
H -0.61968 -3.14564 -4.60345
H 0.59272 -1.87985 -4.46272
H -0.58309 -2.16261 -3.15769
H 1.55038 -4.16320 -4.06350
H -0.36354 -4.26559 -1.67425
H 0.90166 -5.45045 -2.01967
H -0.45774 -5.25271 -3.12426
H 2.64127 -2.25944 -3.00755
H 2.77243 -3.71522 -2.00576
H 0.93389 -0.34478 -2.00319
*
```

Record 4
Below is a 2-piece molecular cluster, C23H22NO3S2 overall at a distorted geometry, with properties calculated with ωB97M-V/def2-TZVPD.

The calculation puts the maximum force at 0.03537 Eh/bohr. The calculation puts the orbital gap at 5.274 eV. The LUMO energy comes out at 1.95 eV. The value obtained for the total energy is -1966.5278 Eh. The value obtained for the highest occupied orbital energy is -3.3 eV. The calculation puts the relative energy (zero: lowest compared OMol25 entry of this formula, charge and spin) at 10.0 kcal/mol.

```
! RIJCOSX wB97M-V def2-TZVPD def2/J DEFGRID3
* xyz -1 1
C -3.26963 -0.80146 2.34544
C -2.29613 -1.97727 2.22524
C -0.85153 -1.61907 2.61374
N -0.38995 -0.37669 1.98160
C 0.96749 -0.07377 2.12715
S 2.00048 -1.11073 2.95930
S 1.64276 1.36669 1.54309
C -1.30142 0.75500 2.14963
C -2.70742 0.42794 1.63891
H -4.23344 -1.07136 1.90158
H -3.43300 -0.57407 3.40758
H -2.62697 -2.81514 2.85676
H -2.30736 -2.34376 1.19031
H -0.79083 -1.53988 3.72119
H -0.19177 -2.44843 2.31428
H -1.36939 1.03103 3.22246
H -0.91298 1.60940 1.58343
H -2.66490 0.24978 0.55622
H -3.35331 1.30208 1.79779
C -0.48610 5.46367 6.74383
O 0.18631 4.18389 6.74285
C 0.93698 3.87465 5.65076
C 1.09846 4.74781 4.54700
C 1.93449 4.38679 3.51260
C 2.68387 3.19414 3.55196
C 3.71028 2.88858 2.56714
C 4.59800 3.82500 2.09766
C 5.62738 3.55388 1.02849
O 5.77327 2.53248 0.37068
C 6.45496 4.79803 0.93074
C 6.00912 5.73979 1.86288
C 6.61735 6.98835 1.97604
C 7.68539 7.29174 1.12813
C 8.14276 6.34108 0.18970
C 7.53226 5.08505 0.09112
C 4.87513 5.19074 2.66759
O 4.35122 5.77727 3.60950
C 2.40943 2.28239 4.59648
C 1.58815 2.61568 5.64257
H -1.01947 5.48568 7.69536
H 0.23732 6.29154 6.69492
H -1.19620 5.53725 5.90784
H 0.59536 5.71663 4.53258
H 2.00238 5.03951 2.64317
H 3.98693 1.84751 2.38078
H 6.23593 7.68926 2.71469
H 8.16668 8.26862 1.19004
H 8.97702 6.59217 -0.46432
H 7.86734 4.32994 -0.61850
H 2.85783 1.29019 4.54658
H 1.43106 1.95476 6.49148
*
```

- Which of these has the highest maximum force?
  C23H22N3O2RuS4